13
Properties=species:S:1:pos:R:3:mulliken_charge:R:1 method="wB97M-V/def2-TZVPD" lumo_ha=-0.1767 smiles="C=NC[N+]1=CC1" gap_ha=0.3604 multiplicity=1 charge=+1 homo_energy_ev=-14.6
C 2.464 0.420 -0.076 -0.232
N 1.238 0.495 0.177 -0.371
C 0.370 -0.635 0.176 -0.357
N -0.902 -0.018 0.090 0.185
C -1.402 1.125 0.050 0.031
C -2.359 -0.002 -0.040 -0.360
H 3.039 1.332 -0.051 0.264
H 2.991 -0.497 -0.338 0.232
H 0.421 -1.210 1.114 0.323
H 0.491 -1.347 -0.659 0.380
H -1.158 2.166 0.081 0.385
H -2.947 -0.285 0.825 0.258
H -2.783 -0.270 -1.001 0.260



13
Properties=species:S:1:pos:R:3:mulliken_charge:R:1 method="wB97M-V/def2-TZVPD" lumo_ha=-0.1218 smiles=Cc1c[nH]c[nH+]1 gap_ha=0.4067 multiplicity=1 charge=+1 homo_energy_ev=-14.4
C -1.114 -0.268 1.526 -1.198
C -0.299 0.016 0.331 0.676
C -0.003 1.168 -0.317 -0.531
N 0.881 0.850 -1.319 -0.006
C 1.128 -0.448 -1.306 -0.163
N 0.447 -0.960 -0.289 -0.053
H -1.998 0.360 1.641 0.344
H -0.510 -0.186 2.432 0.295
H -1.463 -1.302 1.552 0.358
H -0.464 2.127 -0.192 0.397
H 1.233 1.502 -2.004 0.224
H 1.861 -0.911 -1.947 0.394
H 0.300 -1.948 -0.110 0.262



13
Properties=species:S:1:pos:R:3:mulliken_charge:R:1 method="wB97M-V/def2-TZVPD" lumo_ha=-0.1690 smiles="C=CNC=[N+]=C" gap_ha=0.3409 multiplicity=1 charge=+1 homo_energy_ev=-13.9
C -0.516 0.659 -1.691 -0.737
C -1.365 0.711 -0.680 0.097
N -1.069 0.620 0.697 -0.146
C -0.086 0.029 1.350 0.087
N 0.801 -0.794 0.944 -0.065
C 1.851 -1.427 0.759 -0.209
H 0.545 0.508 -1.583 0.200
H -0.892 0.779 -2.690 0.260
H -2.418 0.889 -0.844 0.313
H -1.745 1.102 1.280 0.272
H -0.088 0.183 2.430 0.358
H 1.826 -2.512 0.748 0.276
H 2.800 -0.935 0.563 0.294



13
Properties=species:S:1:pos:R:3:mulliken_charge:R:1 method="wB97M-V/def2-TZVPD" lumo_ha="-0.1800 / -0.1800" gap_ha="0.3337 / 0.3336" multiplicity=1 charge=+1 homo_energy_ev="-14.0 / -14.0"
C 0.583 1.792 0.042 0.006
C -0.859 1.484 0.142 -0.280
C 1.891 -0.348 -0.055 -0.439
C -0.423 -0.853 0.162 -0.536
N 1.321 0.838 -0.109 -0.038
N -1.073 0.169 -0.424 -0.125
H -0.949 1.401 1.301 0.228
H -1.598 2.271 -0.211 0.387
H 2.173 -0.697 0.930 0.352
H 2.455 -0.764 -0.821 0.310
H -0.307 -1.890 -0.190 0.400
H -0.313 -0.778 1.222 0.403
H -1.626 0.120 -1.360 0.331



13
Properties=species:S:1:pos:R:3:mulliken_charge:R:1 method="wB97M-V/def2-TZVPD" lumo_ha="-0.1310 / -0.3021" gap_ha="0.2789 / 0.3076" multiplicity=3 s2=2.0092 charge=+1 homo_energy_ev="-11.2 / -16.6"
C -0.877 1.392 1.148 -0.780
C -0.281 -3.383 -0.581 0.023
C 1.292 -0.449 -0.216 -0.492
C -0.332 1.491 -0.045 0.373
N -0.224 -2.248 -0.746 -0.318
N 0.665 0.590 -0.610 -0.136
H -1.539 2.163 1.630 0.305
H -0.807 0.428 1.723 0.293
H -0.430 -4.417 -0.430 0.347
H 1.323 -0.924 0.715 0.408
H 2.032 -0.633 -0.948 0.327
H -0.482 2.353 -0.716 0.363
H 0.761 0.619 -1.651 0.287



14
Properties=species:S:1:pos:R:3:mulliken_charge:R:1 method="wB97M-V/def2-TZVPD" lumo_ha=-0.2003 gap_ha=0.3309 multiplicity=1 charge=+1 homo_energy_ev=-14.5
C 1.860 -1.865 -0.402 -0.654
C 0.780 -1.819 0.210 0.227
C -0.672 0.692 0.944 0.132
C -0.394 0.672 -1.366 0.025
N -0.307 0.124 -0.144 -0.331
N -1.418 1.736 1.056 -0.304
O -0.614 1.836 -1.541 -0.522
H 2.456 -2.734 -0.350 0.319
H 2.159 -1.284 -1.230 0.335
H 0.017 -1.905 0.889 0.504
H -0.581 0.036 1.748 0.261
H -0.119 0.024 -2.167 0.424
H -1.659 2.103 2.063 0.301
H -1.508 2.382 0.289 0.282